one) C3H8OS2 | ωB97M-V/def2-TZVPD

Structure (XYZ):
```
14
Properties=species:S:1:pos:R:3:nbo_charge:R:1
S -0.491 1.969 1.556 0.067
S 0.022 1.585 -0.403 0.086
C -0.831 0.198 1.891 -0.519
C -0.604 -0.064 -0.620 -0.553
C -1.470 -0.365 0.618 -0.419
H -1.496 0.206 2.775 0.236
H 0.158 -0.177 2.218 0.220
H 0.271 -0.735 -0.518 0.201
H -1.122 -0.326 -1.563 0.242
H -2.485 0.070 0.539 0.220
H -1.582 -1.456 0.762 0.218
O 3.016 0.037 -2.509 -0.937
H 3.975 -0.155 -2.618 0.470
H 2.639 -0.788 -2.129 0.467
```

Computed properties:
HOMO-LUMO gap	8.24	eV
net charge	0
molecular weight	124.2	g mol⁻¹
LUMO	0.024	Ha
HOMO level	-7.60	eV


two) C3H8OS2 | ωB97M-V/def2-TZVPD

Structure (XYZ):
```
14
Properties=species:S:1:pos:R:3:nbo_charge:R:1
C -2.666 5.433 0.953 -0.792
S -2.590 3.804 1.673 0.117
S -0.538 3.823 2.094 -0.133
H -3.694 5.645 0.526 0.240
H -2.252 5.587 -0.055 0.227
H -2.219 6.110 1.667 0.225
H -0.626 4.550 3.190 0.116
C 1.358 -4.590 -1.130 -0.547
C 2.108 -5.414 -1.871 0.158
O 3.418 -5.587 -1.652 -0.687
H 0.410 -4.255 -1.528 0.213
H 1.731 -4.259 -0.099 0.194
H 1.746 -5.799 -2.809 0.182
H 3.814 -5.048 -0.959 0.486
```

Computed properties:
HOMO-LUMO gap	9.42	eV
net charge	0
molecular weight	124.2	g mol⁻¹
LUMO	0.018	Ha
HOMO level	-8.93	eV


Stability check: which of them is least stable? two).


one) C3H8OS2 | ωB97M-V/def2-TZVPD

Structure (XYZ):
```
14
Properties=species:S:1:pos:R:3:nbo_charge:R:1
C -0.340 1.224 1.423 -0.712
S -1.242 -0.417 1.407 0.080
S 0.216 -1.596 0.438 -0.149
H -1.078 2.005 1.684 0.232
H 0.483 1.062 2.107 0.221
H 0.034 1.419 0.435 0.242
H 0.577 -2.347 1.498 0.153
C 0.062 1.867 -2.290 -0.517
C 0.631 0.682 -2.079 0.138
O 1.583 0.449 -1.108 -0.754
H -0.874 1.752 -2.824 0.211
H 0.496 2.815 -2.013 0.215
H 0.389 -0.172 -2.708 0.168
H 1.309 -0.333 -0.552 0.473
```

Computed properties:
HOMO-LUMO gap	9.16	eV
net charge	0
molecular weight	124.2	g mol⁻¹
LUMO	0.007	Ha
HOMO level	-8.98	eV


two) C3H8OS2 | ωB97M-V/def2-TZVPD

Structure (XYZ):
```
14
Properties=species:S:1:pos:R:3:nbo_charge:R:1
C 0.971 0.894 -0.513 -0.057
C -0.767 0.233 1.212 -0.457
C -0.094 -0.315 -0.105 -0.404
O 1.527 0.732 -1.774 -0.710
S -2.468 -0.703 1.438 -0.071
S 0.621 -1.893 0.194 0.000
H 1.670 1.078 0.342 0.173
H 0.212 1.711 -0.532 0.163
H -0.866 1.345 1.154 0.216
H -0.178 0.078 2.046 0.211
H -0.890 -0.466 -0.945 0.228
H 2.449 0.534 -1.716 0.479
H -2.840 -0.931 0.242 0.108
H 0.654 -2.297 -1.042 0.121
```

Computed properties:
HOMO-LUMO gap	9.56	eV
net charge	0
molecular weight	124.2	g mol⁻¹
LUMO	0.026	Ha
HOMO level	-8.86	eV


three) C3H8OS2 | ωB97M-V/def2-TZVPD

Structure (XYZ):
```
14
Properties=species:S:1:pos:R:3:nbo_charge:R:1
C -0.086 1.093 2.858 -0.742
S 1.632 1.512 2.450 0.084
S 2.493 -0.292 2.317 -0.144
H -0.107 0.245 3.538 0.226
H -0.508 1.962 3.355 0.226
H -0.649 0.838 1.962 0.211
H 2.737 -0.334 0.994 0.139
O 0.889 -0.272 -1.845 -0.518
C -0.314 -0.339 -1.889 0.437
C -1.094 -1.073 -2.906 -0.733
H -0.920 0.220 -1.173 0.100
H -2.140 -1.165 -2.598 0.221
H -1.210 -0.386 -3.757 0.248
H -0.724 -2.009 -3.306 0.244
```

Computed properties:
HOMO-LUMO gap	9.45	eV
net charge	0
molecular weight	124.2	g mol⁻¹
LUMO	0.029	Ha
HOMO level	-8.66	eV


four) C3H8OS2 | ωB97M-V/def2-TZVPD

Structure (XYZ):
```
14
Properties=species:S:1:pos:R:3:nbo_charge:R:1
C 2.089 -0.477 -0.349 -0.754
S 2.801 1.106 0.145 0.093
S 1.578 1.636 1.734 -0.157
H 2.826 -0.963 -0.992 0.230
H 1.832 -1.087 0.515 0.224
H 1.187 -0.318 -0.937 0.218
H 0.391 1.594 1.117 0.138
C -1.933 -0.896 -0.721 -0.534
C -1.755 0.349 -0.284 0.144
O -1.670 0.683 1.044 -0.687
H -2.062 -1.076 -1.782 0.220
H -2.217 -1.626 0.029 0.199
H -1.771 1.181 -0.977 0.184
H -1.294 -0.106 1.461 0.482
```

Computed properties:
HOMO-LUMO gap	9.23	eV
net charge	0
molecular weight	124.2	g mol⁻¹
LUMO	0.024	Ha
HOMO level	-8.58	eV


Stability check: which of them is least stable? one).


one) C3H8OS2 | ωB97M-V/def2-TZVPD

Structure (XYZ):
```
14
Properties=species:S:1:pos:R:3:nbo_charge:R:1
C 1.579 -1.170 -0.561 -0.749
S 2.177 0.502 -0.168 0.078
S 0.791 1.071 1.252 -0.134
H 2.356 -1.752 -1.047 0.227
H 1.223 -1.731 0.298 0.223
H 0.762 -1.042 -1.271 0.218
H 0.125 1.902 0.412 0.138
C -2.826 -1.587 -1.225 -0.560
C -2.627 -0.346 -0.782 0.158
O -2.164 0.049 0.438 -0.672
H -3.225 -1.589 -2.229 0.211
H -2.629 -2.553 -0.789 0.208
H -2.672 0.498 -1.456 0.180
H -2.048 -0.757 0.943 0.475
```

Computed properties:
HOMO-LUMO gap	9.45	eV
net charge	0
molecular weight	124.2	g mol⁻¹
LUMO	0.025	Ha
HOMO level	-8.78	eV


two) C3H8OS2 | ωB97M-V/def2-TZVPD

Structure (XYZ):
```
14
Properties=species:S:1:pos:R:3:nbo_charge:R:1
S 1.300 -2.044 -0.238 0.210
S 0.489 0.678 -1.033 0.213
C 0.920 -0.962 -1.666 -0.688
C 0.086 -1.267 0.863 -0.544
C 0.273 0.207 0.715 -0.534
H 0.024 -1.359 -2.180 0.214
H 1.707 -0.811 -2.430 0.255
H 0.047 -1.641 1.905 0.253
H -0.861 -1.556 0.366 0.214
H 1.081 0.594 1.366 0.228
H -0.664 0.722 1.000 0.189
O -1.363 2.754 0.171 -0.929
H -0.820 2.006 0.507 0.453
H -2.217 2.679 0.655 0.466
```

Computed properties:
HOMO-LUMO gap	9.46	eV
net charge	0
molecular weight	124.2	g mol⁻¹
LUMO	0.023	Ha
HOMO level	-8.83	eV


Stability check: which of them is least stable? one).


one) C39H53BrF4GeN2O6PSiTi | ωB97M-V/def2-TZVPD

Structure (XYZ):
```
109
Properties=species:S:1:pos:R:3:lowdin_spin:R:1
Ti 0.526 1.265 1.066 0.948
F 4.372 0.343 5.140 0.000
C 4.060 0.526 3.845 0.000
C 5.081 0.798 2.951 0.000
F 6.354 0.864 3.380 0.000
C 4.763 0.997 1.623 0.000
F 5.787 1.277 0.784 0.000
C 3.448 0.921 1.194 0.003
P 2.857 1.195 -0.513 0.001
C 3.619 -0.146 -1.488 -0.001
C 4.972 -0.193 -1.827 0.000
C 5.472 -1.254 -2.561 0.000
C 4.626 -2.276 -2.978 0.000
C 3.279 -2.231 -2.659 0.000
C 2.776 -1.166 -1.918 0.000
C 3.710 2.701 -1.094 0.000
C 3.912 2.902 -2.457 0.000
C 4.459 4.088 -2.927 0.000
C 4.807 5.093 -2.037 0.000
C 4.604 4.903 -0.677 0.000
C 4.058 3.718 -0.206 0.000
C 2.388 0.660 2.086 0.006
Br -1.128 1.702 2.875 0.036
C 2.746 0.472 3.404 0.003
F 1.831 0.217 4.368 0.000
H 5.632 0.606 -1.519 0.000
H 6.525 -1.284 -2.812 0.000
H 5.020 -3.103 -3.554 0.000
H 2.613 -3.017 -2.986 0.000
H 1.725 -1.130 -1.656 0.000
H 3.642 2.124 -3.162 0.000
H 4.611 4.223 -3.991 0.000
H 5.235 6.018 -2.401 0.000
H 4.873 5.680 0.028 0.000
H 3.894 3.582 0.855 0.000
C -2.019 5.884 -1.782 0.000
N -1.063 5.168 -0.951 0.001
C -0.243 5.856 -0.113 0.001
C 0.656 5.253 0.682 0.000
C 0.667 3.812 0.618 0.002
O 1.437 3.106 1.347 -0.003
N -0.136 3.131 -0.195 0.010
C -1.008 3.754 -1.049 0.006
O -1.686 3.185 -1.879 0.026
H -1.511 6.668 -2.344 0.000
H -2.804 6.322 -1.163 0.000
H -2.462 5.170 -2.468 0.000
H -0.360 6.934 -0.135 0.000
H 1.310 5.784 1.351 0.000
C -1.694 -4.564 -1.294 0.000
C -1.394 -3.196 -1.897 0.000
C -2.446 -2.828 -2.935 0.000
C -0.007 -3.188 -2.518 0.000
O -1.472 -2.185 -0.900 0.000
Si -0.725 -1.844 0.519 0.001
O 0.021 -0.419 0.435 -0.006
O 0.292 -3.101 0.781 0.000
C 1.240 -3.339 1.835 0.000
C 2.608 -2.888 1.348 0.000
C 1.215 -4.841 2.071 0.000
C 0.845 -2.594 3.101 0.001
O -1.842 -1.719 1.696 0.005
C -3.067 -2.335 2.060 0.001
C -4.128 -2.058 1.000 0.017
C -3.467 -1.671 3.370 0.000
C -2.866 -3.834 2.249 0.001
H -1.645 -5.333 -2.069 0.000
H -2.695 -4.581 -0.863 0.000
H -0.972 -4.810 -0.516 0.000
H -2.439 -3.537 -3.766 0.000
H -2.254 -1.828 -3.324 0.000
H -3.440 -2.831 -2.484 0.000
H 0.064 -3.943 -3.306 0.000
H 0.744 -3.405 -1.759 0.000
H 0.204 -2.211 -2.956 0.000
H 2.890 -3.434 0.446 0.000
H 3.364 -3.062 2.117 0.000
H 2.604 -1.823 1.120 0.000
H 1.519 -5.373 1.168 0.000
H 0.207 -5.160 2.340 0.000
H 1.892 -5.117 2.882 0.000
H 0.710 -1.528 2.927 0.001
H 1.633 -2.702 3.851 0.000
H -0.084 -2.987 3.516 0.000
H -4.215 -0.982 0.845 0.015
H -5.095 -2.449 1.324 0.001
H -3.871 -2.509 0.043 0.000
H -3.608 -0.601 3.215 0.000
H -2.671 -1.793 4.106 0.000
H -4.389 -2.104 3.765 0.000
H -2.413 -4.280 1.363 0.000
H -3.825 -4.327 2.429 0.000
H -2.215 -4.035 3.101 0.000
C -5.765 0.017 -1.794 -0.003
Ge -4.910 1.340 -0.643 0.084
C -5.164 3.109 -1.429 0.022
C -5.811 1.370 1.085 0.014
C -3.045 0.947 -0.457 0.726
H -6.835 -0.038 -1.588 -0.001
H -5.328 -0.967 -1.624 0.000
H -5.626 0.276 -2.844 0.000
H -6.212 3.261 -1.692 0.002
H -4.542 3.217 -2.316 0.000
H -4.868 3.878 -0.714 0.000
H -6.841 1.709 0.959 0.001
H -5.296 2.056 1.758 0.000
H -5.825 0.386 1.553 0.000
H -2.437 1.499 0.246 0.038
H -2.541 0.183 -1.034 0.042
```

Computed properties:
2S+1	3
HOMO-LUMO gap (alpha / beta)	6.96 / 8.46	eV
net charge	-1
molecular weight	981.3	g mol⁻¹
LUMO (alpha / beta)	0.089 / 0.088	Ha
<S²>	2.01
HOMO level (alpha / beta)	-4.55 / -6.06	eV


two) C39H53BrF4GeN2O6PSiTi | ωB97M-V/def2-TZVPD

Structure (XYZ):
```
109
Properties=species:S:1:pos:R:3:lowdin_spin:R:1
Ti 0.158 -0.654 1.292 1.145
F -1.034 2.575 4.345 0.007
C -1.654 2.018 3.294 0.053
C -2.990 1.571 3.442 0.151
F -3.672 1.887 4.560 0.039
C -3.562 0.855 2.426 0.015
F -4.826 0.428 2.629 -0.011
C -2.924 0.558 1.218 0.196
P -3.724 -0.425 -0.070 0.035
C -5.345 0.418 -0.325 0.007
C -6.557 0.074 0.272 0.002
C -7.719 0.771 -0.029 0.000
C -7.691 1.832 -0.923 0.002
C -6.493 2.185 -1.528 0.000
C -5.338 1.473 -1.240 0.003
C -4.233 -1.979 0.765 0.014
C -5.005 -2.893 0.046 0.002
C -5.317 -4.138 0.575 0.001
C -4.849 -4.498 1.832 -0.001
C -4.071 -3.601 2.552 0.000
C -3.767 -2.354 2.024 0.002
C -1.541 1.022 1.033 0.132
Br 0.054 -0.962 3.800 0.017
C -1.013 1.759 2.136 0.086
F 0.300 2.114 2.043 0.019
H -6.586 -0.738 0.987 0.000
H -8.651 0.491 0.449 0.000
H -8.599 2.379 -1.149 0.000
H -6.458 3.009 -2.232 0.000
H -4.406 1.735 -1.734 0.001
H -5.365 -2.630 -0.943 0.000
H -5.924 -4.829 0.001 0.000
H -5.085 -5.471 2.246 0.000
H -3.690 -3.868 3.530 0.000
H -3.142 -1.673 2.591 0.001
C 1.486 -6.300 1.908 0.000
N 0.756 -5.133 1.437 0.001
C -0.455 -5.293 0.844 0.003
C -1.196 -4.259 0.412 0.000
C -0.629 -2.963 0.633 0.007
O -1.228 -1.873 0.330 0.003
N 0.562 -2.809 1.205 0.006
C 1.306 -3.849 1.673 0.002
O 2.377 -3.738 2.234 0.002
H 0.992 -6.747 2.772 0.000
H 2.478 -5.971 2.200 0.000
H 1.564 -7.040 1.111 0.000
H -0.785 -6.320 0.747 0.000
H -2.172 -4.368 -0.037 0.000
C 3.575 1.199 2.392 0.000
C 4.703 1.121 1.375 0.000
C 5.903 0.394 1.964 0.000
C 5.098 2.517 0.903 0.000
O 4.315 0.353 0.234 0.000
Si 2.918 0.308 -0.617 0.000
O 1.664 -0.084 0.296 -0.006
O 3.158 -0.733 -1.853 0.000
C 3.821 -1.991 -1.974 0.000
C 3.474 -2.502 -3.366 0.000
C 5.328 -1.804 -1.842 0.000
C 3.297 -2.941 -0.908 0.000
O 2.601 1.776 -1.277 0.000
C 2.841 2.301 -2.583 0.000
C 2.535 3.791 -2.508 0.000
C 4.302 2.086 -2.969 0.000
C 1.908 1.626 -3.583 0.000
H 3.926 1.706 3.294 0.000
H 3.230 0.201 2.671 0.000
H 2.724 1.757 2.000 0.000
H 6.304 0.939 2.822 0.000
H 6.688 0.299 1.210 0.000
H 5.610 -0.606 2.291 0.000
H 5.408 3.136 1.749 0.000
H 4.250 2.999 0.412 0.000
H 5.926 2.455 0.193 0.000
H 3.836 -1.803 -4.124 0.000
H 2.391 -2.593 -3.469 0.000
H 3.929 -3.478 -3.545 0.000
H 5.695 -1.109 -2.601 0.000
H 5.834 -2.763 -1.983 0.000
H 5.580 -1.411 -0.857 0.000
H 2.219 -3.061 -1.021 0.000
H 3.489 -2.553 0.094 0.000
H 3.773 -3.922 -0.991 0.000
H 3.156 4.265 -1.746 0.000
H 1.489 3.950 -2.244 0.000
H 2.728 4.273 -3.470 0.000
H 4.956 2.515 -2.206 0.000
H 4.522 2.568 -3.925 0.000
H 4.522 1.020 -3.058 0.000
H 0.869 1.772 -3.276 0.000
H 2.109 0.556 -3.634 0.000
H 2.039 2.060 -4.578 0.000
C 0.095 4.477 0.125 0.002
Ge -1.423 3.454 -0.588 0.010
C -3.067 4.007 0.326 0.004
C -1.633 3.818 -2.515 0.004
C -1.119 1.518 -0.356 0.036
H 0.241 5.405 -0.432 0.000
H 1.012 3.888 0.073 0.000
H -0.092 4.725 1.172 0.000
H -3.418 4.962 -0.076 0.001
H -2.892 4.119 1.397 0.001
H -3.855 3.265 0.190 0.001
H -1.403 4.861 -2.744 0.001
H -2.662 3.621 -2.825 0.000
H -0.976 3.185 -3.115 0.000
H -0.071 1.323 -0.592 0.001
H -1.716 1.005 -1.113 0.001
```

Computed properties:
2S+1	3
HOMO-LUMO gap (alpha / beta)	5.05 / 7.87	eV
net charge	-1
molecular weight	981.3	g mol⁻¹
LUMO (alpha / beta)	0.086 / 0.086	Ha
<S²>	2.02
HOMO level (alpha / beta)	-2.70 / -5.52	eV


Stability check: which of them is least stable? one).